Entry from the Open Molecules 2025 dataset: a 4-piece molecular cluster, C48H108F2NO4P3S2 overall (ωB97M-V/def2-TZVPD).

The geometry in XYZ format:
```
168
Properties=species:S:1:pos:R:3:forces:R:3
C -2.623 -10.240 -5.621 0.177 -0.612 -0.873
C -3.411 -10.092 -4.341 0.642 2.032 0.008
C -4.838 -9.514 -4.606 0.208 -1.416 2.076
C -5.547 -9.122 -3.213 0.530 -0.479 0.482
P -6.271 -10.437 -2.085 -0.890 -1.801 -4.210
C -7.279 -9.827 -0.745 -0.134 0.031 0.661
C -8.565 -9.019 -1.082 0.789 0.427 -1.405
C -9.817 -9.105 -0.184 1.510 0.289 0.733
C -10.377 -10.477 0.065 0.177 0.063 -0.314
C -5.069 -11.738 -1.585 -0.824 2.051 1.262
C -5.626 -12.459 -0.337 -0.274 -1.145 0.035
C -4.932 -13.778 -0.011 1.501 0.139 -1.499
C -4.928 -14.763 -1.200 -0.137 -0.504 0.832
C -7.363 -11.361 -3.223 -0.880 -1.093 0.548
C -8.304 -12.328 -2.426 -0.861 0.482 -0.509
C -9.632 -12.611 -3.095 -1.057 -0.239 0.067
C -10.410 -13.715 -2.372 0.371 0.240 1.014
H -1.609 -10.633 -5.548 -0.181 -0.573 0.621
H -2.374 -9.293 -6.100 -0.789 0.261 -0.094
H -3.186 -10.887 -6.293 0.252 0.106 -0.424
H -2.852 -9.307 -3.831 -0.147 -0.007 0.527
H -3.343 -10.963 -3.690 -0.465 -0.200 -0.222
H -5.376 -10.321 -5.101 -0.465 0.286 -0.125
H -4.800 -8.644 -5.262 -0.002 -0.029 0.185
H -6.301 -8.344 -3.332 -0.325 -0.189 -0.100
H -4.835 -8.697 -2.507 0.439 0.420 -0.463
H -6.554 -9.241 -0.180 -0.324 0.089 0.556
H -7.504 -10.739 -0.191 0.072 0.102 0.270
H -8.775 -9.191 -2.137 -0.577 -0.475 -0.095
H -8.181 -8.002 -1.161 -0.422 0.407 0.385
H -10.630 -8.498 -0.583 0.346 0.290 -0.108
H -9.480 -8.693 0.767 -0.348 0.371 0.212
H -10.593 -10.832 -0.943 -0.596 -0.728 0.334
H -11.247 -10.367 0.713 -0.228 -0.285 -0.402
H -9.704 -11.156 0.588 0.183 -0.046 -0.156
H -4.301 -10.992 -1.379 1.265 -0.972 0.318
H -4.860 -12.364 -2.453 0.068 0.137 0.158
H -6.655 -12.746 -0.552 -0.206 0.309 0.154
H -5.593 -11.898 0.597 -0.095 0.591 -0.404
H -5.286 -14.215 0.923 -0.070 0.105 -0.153
H -3.881 -13.499 0.061 0.268 -0.182 0.858
H -4.103 -14.604 -1.894 -0.352 0.554 -0.307
H -5.914 -14.787 -1.664 0.137 -0.098 -0.384
H -4.696 -15.773 -0.863 -0.318 -0.071 0.233
H -6.946 -12.102 -3.904 1.188 0.628 -0.114
H -7.836 -10.631 -3.880 -0.628 -0.035 0.223
H -8.615 -11.852 -1.496 0.348 -0.485 0.355
H -7.891 -13.327 -2.287 0.768 0.350 0.407
H -9.592 -12.963 -4.126 0.394 0.672 -0.252
H -10.182 -11.679 -2.961 -0.415 0.035 -0.858
H -10.651 -13.400 -1.357 -0.202 0.186 0.132
H -9.766 -14.577 -2.197 -0.101 -0.319 -0.421
H -11.350 -14.008 -2.840 0.266 0.032 -0.198
C 1.048 -3.048 -1.622 -2.038 0.909 0.111
C -0.519 -2.902 -1.717 0.700 -2.043 -0.453
C -1.214 -4.292 -1.546 -1.707 0.842 0.221
C -2.798 -4.125 -1.710 0.072 -0.447 0.317
P -3.820 -3.492 -0.335 -0.701 0.039 0.767
C -5.524 -4.157 -0.668 0.998 0.023 -0.269
C -6.525 -4.250 0.463 0.385 0.774 1.358
C -7.721 -5.122 0.256 -1.714 -0.500 -2.107
C -8.584 -4.676 -1.010 0.718 0.311 0.395
C -3.344 -4.148 1.316 1.436 1.106 0.128
C -2.016 -3.509 1.921 -0.923 -0.576 -0.365
C -1.542 -4.427 3.053 -0.249 1.278 -0.237
C -2.504 -4.357 4.264 0.618 -1.082 0.105
C -3.863 -1.690 -0.276 0.526 -0.124 -0.043
C -4.216 -0.977 -1.628 -0.369 -1.624 1.552
C -4.364 0.506 -1.449 0.956 0.265 0.311
C -5.053 1.073 -2.647 0.322 0.585 -0.481
H 1.292 -1.986 -1.641 1.110 -0.274 0.399
H 1.513 -3.550 -2.470 -0.296 -0.005 0.005
H 1.272 -3.583 -0.699 0.446 0.381 0.041
H -0.746 -2.454 -2.685 -0.222 -0.210 -0.139
H -0.926 -2.208 -0.982 0.280 0.007 0.274
H -1.054 -4.720 -0.556 0.157 0.356 0.314
H -0.820 -5.094 -2.170 -0.182 0.376 -0.641
H -3.437 -4.999 -1.838 0.878 -1.065 -0.180
H -3.104 -3.602 -2.616 0.332 0.603 0.026
H -5.323 -5.172 -1.013 -0.068 -0.137 -0.346
H -5.856 -3.548 -1.508 -0.335 -0.221 -0.159
H -6.887 -3.263 0.752 -0.064 0.274 -0.272
H -6.043 -4.575 1.385 0.322 -0.266 -0.023
H -8.299 -5.209 1.176 -0.208 0.581 -0.080
H -7.510 -6.170 0.044 0.734 -0.181 0.065
H -9.630 -4.983 -1.010 0.140 -0.009 0.274
H -8.155 -5.002 -1.957 0.209 -0.763 0.102
H -8.529 -3.606 -1.206 -0.364 0.338 0.707
H -3.261 -5.234 1.338 -0.031 -0.103 -0.404
H -4.079 -3.882 2.076 -0.508 -0.038 -0.443
H -2.305 -2.540 2.329 0.156 0.097 0.049
H -1.220 -3.319 1.201 -0.103 -0.226 -0.212
H -0.535 -4.086 3.295 0.031 -0.194 0.318
H -1.476 -5.434 2.643 0.092 -0.147 0.174
H -2.994 -5.328 4.329 -0.422 0.076 0.155
H -3.270 -3.582 4.254 0.191 0.098 -0.251
H -1.945 -4.265 5.196 -0.033 0.182 -0.003
H -2.892 -1.423 0.141 0.386 0.256 -0.353
H -4.511 -1.419 0.557 -0.557 0.086 -0.204
H -5.155 -1.432 -1.940 -0.382 0.223 -0.127
H -3.526 -1.255 -2.425 0.342 0.249 0.150
H -3.364 0.937 -1.417 0.233 -0.021 0.037
H -4.780 0.796 -0.484 -0.451 -0.229 -0.054
H -4.714 2.099 -2.784 -0.576 0.147 -0.038
H -6.140 0.988 -2.614 0.101 0.076 -0.126
H -4.638 0.535 -3.499 -0.387 0.018 -0.346
C -4.672 -8.361 5.384 -0.890 0.306 -0.918
C -3.460 -9.081 5.909 0.572 0.790 1.341
C -2.331 -8.135 6.545 -1.535 -0.556 -0.310
C -1.275 -7.600 5.554 0.126 -0.348 0.694
P 0.084 -8.813 5.268 0.964 0.749 -0.993
C 0.657 -9.527 6.893 0.764 0.023 -0.187
C 2.202 -9.934 6.919 -0.793 -1.716 0.102
C 2.536 -11.106 7.912 -1.278 -0.088 1.281
C 3.926 -11.739 7.937 0.324 0.883 -0.672
C -0.645 -10.078 4.187 0.479 -1.211 1.473
C 0.357 -11.163 3.748 -0.465 -0.430 -0.766
C -0.315 -12.217 2.800 0.158 0.549 -0.359
C -1.521 -13.011 3.368 0.782 0.694 0.608
C 1.547 -8.012 4.262 -2.374 0.295 0.341
C 1.034 -7.552 2.827 -0.310 -0.344 1.347
C 2.110 -6.833 2.087 0.808 -1.227 -0.925
C 1.682 -6.560 0.658 0.584 1.071 -0.539
H -4.466 -7.709 4.535 0.204 0.191 -0.017
H -5.285 -7.784 6.077 0.552 0.098 0.468
H -5.397 -9.083 5.007 0.063 -0.280 -0.150
H -3.102 -9.770 5.144 0.193 0.086 0.138
H -3.828 -9.665 6.752 0.203 -0.364 -0.070
H -1.998 -8.609 7.468 0.747 -0.176 -0.313
H -2.874 -7.286 6.960 -0.034 0.279 -0.243
H -0.812 -6.674 5.896 0.075 0.000 0.276
H -1.841 -7.319 4.666 0.456 -0.301 -0.470
H 0.008 -10.369 7.136 0.091 -0.424 -0.428
H 0.356 -8.839 7.682 0.404 0.469 -0.060
H 2.857 -9.088 7.125 -0.131 0.032 -0.262
H 2.405 -10.411 5.960 0.338 0.589 -0.418
H 1.900 -11.983 7.794 -0.703 0.282 -0.627
H 2.227 -10.784 8.906 0.331 0.286 0.251
H 4.228 -12.186 8.884 -0.410 0.201 0.103
H 4.652 -10.961 7.700 0.392 -0.247 -0.081
H 3.961 -12.540 7.198 0.288 0.166 -0.153
H -1.334 -9.646 3.461 0.432 0.048 -0.279
H -1.260 -10.650 4.882 -0.532 0.267 0.128
H 0.759 -11.703 4.605 -0.118 0.170 0.344
H 1.221 -10.695 3.275 0.019 -0.192 -0.379
H 0.460 -12.897 2.445 0.028 -0.168 0.245
H -0.561 -11.648 1.904 -0.444 -0.030 -0.216
H -2.319 -12.354 3.713 -0.085 0.149 -0.080
H -1.147 -13.519 4.256 -0.180 -0.270 0.073
H -1.985 -13.755 2.721 0.397 0.144 -0.252
H 2.408 -8.680 4.280 -0.265 -0.306 -0.456
H 1.893 -7.149 4.832 -0.213 0.192 0.093
H 0.183 -6.873 2.773 -0.337 0.131 1.137
H 0.628 -8.391 2.262 0.541 -0.436 -0.101
H 2.940 -7.538 2.040 0.444 0.175 -0.028
H 2.478 -5.945 2.601 -0.229 0.071 -0.009
H 1.312 -7.411 0.087 -0.128 -0.205 0.367
H 2.533 -6.186 0.088 0.151 -0.051 -0.037
H 0.972 -5.735 0.592 -0.418 -0.085 0.119
N -4.120 -8.604 -0.061 -0.654 -0.563 2.414
S -2.625 -8.455 -0.206 6.754 1.339 -8.176
O -1.793 -9.662 -0.023 -1.857 1.943 0.315
O -1.957 -7.202 0.070 -0.723 -0.950 1.242
F -2.719 -8.228 -1.846 0.308 -0.954 2.122
S -4.019 -8.863 1.578 -4.110 -1.398 8.816
O -3.063 -8.150 2.460 -0.637 -1.778 -3.405
O -4.396 -10.233 1.980 1.315 3.319 -2.171
F -5.275 -7.955 1.911 -0.003 -0.661 -0.840
```
Forces are in eV/Å.

Spin multiplicity: 2
Net charge: +3
Expectation value of S²: 0.764
Total energy in hartree: -4268.4771
E_HOMO (spin up / spin down) in eV: -16.44 / -16.44
F_max in Eh/bohr: 0.20788